Version w
CH4ClN2O | ωB97M-V/def2-TZVPD

Geometry (Å):
N -1.067 0.085 0.596
C 0.249 0.029 -0.054
N 0.368 0.081 -1.391
O 1.348 0.017 0.676
Cl 1.329 0.124 2.400
H -1.706 -0.234 -0.118
H -1.397 0.396 1.472
H -0.414 -0.260 -1.956
H 1.291 -0.237 -1.625

**Charge**: +1
**Kohn-Sham gap**: 10.477 eV
**SMILES**: NC(=[NH2+])OCl


Version x
CH4ClN2O | ωB97M-V/def2-TZVPD

Geometry (Å):
C 1.439 -0.587 0.101
N 2.503 -0.180 -0.253
N -1.691 0.206 -0.002
O 0.421 -1.118 0.222
Cl 3.818 0.818 0.081
H -1.319 0.880 -0.721
H -0.859 -0.468 0.193
H -2.481 -0.431 -0.356
H -1.832 0.879 0.735

**Charge**: +1
**Kohn-Sham gap**: 10.689 eV


Taking the most stable structure as the zero point, the relative energies in hartree are version w 0.0107; version x 0.0000.


Version w
C17H17N3O4 | ωB97M-V/def2-TZVPD

Geometry (Å):
C 2.154 1.999 7.003
C 3.194 1.468 6.010
H 3.624 2.194 5.220
H 4.071 1.150 6.692
O 2.663 0.518 5.469
C 2.035 0.513 4.424
O 1.784 1.502 4.023
C 1.669 -0.680 3.740
C 1.564 -0.636 2.276
N 0.192 -0.776 1.765
C 0.318 -0.767 0.450
N 1.361 -0.467 -0.321
N 0.645 -0.318 -1.598
C -0.515 -0.620 -1.704
C -0.994 -0.577 -0.373
H -2.043 -0.924 0.084
C -1.494 -0.504 -2.845
C -2.732 -0.250 -2.802
C -3.367 -0.114 -4.192
C -2.787 -0.506 -5.235
C -1.414 -0.607 -5.272
C -0.620 -0.920 -4.031
H 0.411 -1.107 -4.212
H -0.960 -1.072 -6.175
O -3.236 -0.175 -6.595
C -4.829 -0.052 -6.601
H -5.175 1.013 -6.055
H -4.957 -0.105 -7.677
H -5.424 -0.868 -5.852
H -4.537 0.057 -3.980
H -3.068 0.030 -2.003
H 1.475 -0.152 -2.349
C 2.564 -0.514 0.029
O 3.331 -0.293 -0.705
C 2.582 -0.561 1.542
H 3.747 -0.633 1.819
H 0.656 -0.835 4.107
H 2.258 -1.835 4.127
H 2.654 2.893 7.585
H 1.515 2.324 6.485
H 1.683 1.205 7.727

**Charge**: 0
**Kohn-Sham gap**: 7.828 eV


Version x
C17H17N3O4 | ωB97M-V/def2-TZVPD

Geometry (Å):
C -1.614 -2.243 3.406
C -1.267 -2.020 1.971
C -2.010 -1.165 1.150
C -1.632 -0.972 -0.161
C -0.489 -1.614 -0.656
O 0.015 -1.470 -1.890
C -0.712 -0.762 -2.876
C -1.032 0.712 -2.593
O -2.170 1.112 -2.783
N -0.045 1.524 -2.183
C -0.407 2.871 -1.777
C 0.314 3.306 -0.488
C 0.793 2.142 0.329
C 0.708 2.097 1.711
C 1.248 1.027 2.406
C 1.896 0.009 1.727
C 1.970 0.038 0.345
C 1.404 1.091 -0.352
C 1.315 1.139 -1.853
C 0.155 -2.482 0.244
N 1.306 -3.271 -0.143
O 1.989 -2.869 -1.062
O 1.512 -4.285 0.480
N -0.226 -2.667 1.492
H -1.533 -1.309 3.960
H -2.636 -2.604 3.499
H -0.933 -2.973 3.830
H -2.879 -0.659 1.541
H -2.214 -0.323 -0.795
H -1.674 -1.253 -3.070
H -0.096 -0.833 -3.778
H -1.490 2.875 -1.634
H -0.175 3.567 -2.591
H 1.195 3.900 -0.754
H -0.344 3.945 0.100
H 0.224 2.903 2.245
H 1.174 0.995 3.483
H 2.331 -0.814 2.273
H 2.469 -0.749 -0.201
H 1.576 0.178 -2.293
H 1.986 1.906 -2.261

**Charge**: 0
**Kohn-Sham gap**: 8.697 eV
**SMILES**: Cc1ccc(OCC(=O)N2CCc3ccccc3C2)c([N+](=O)[O-])n1


Taking the most stable structure as the zero point, the relative energies in hartree are version w 0.5280; version x 0.0000.


Version w
C3H8NO | ωB97M-V/def2-TZVPD

Geometry (Å):
C -1.022 -2.160 -0.614
N 0.160 -1.838 -0.414
H -1.612 -1.452 -1.055
H -1.273 -3.164 -0.729
H 0.277 -0.829 -0.562
H 0.805 -2.344 -0.905
C 0.585 2.426 1.078
C 0.696 1.118 0.608
O -0.077 0.727 -0.608
H 0.802 2.542 2.127
H 0.521 3.254 0.345
H 0.887 0.248 1.321
H -0.750 1.471 -0.592

**<S²>**: 0.753
**Charge**: 0
**Kohn-Sham gap (alpha / beta)**: 6.020 / 10.362 eV
**2S+1**: 2


Version x
C3H8NO | ωB97M-V/def2-TZVPD

Geometry (Å):
C -2.152 0.485 2.068
N -1.089 1.145 2.198
H -2.936 0.618 2.810
H -2.309 -0.227 1.255
H -0.492 0.946 1.379
C 1.101 -0.210 -0.469
O -0.192 -0.056 -0.066
C 1.199 -0.519 -1.956
H 1.627 -1.004 0.085
H 1.672 0.716 -0.275
H 2.202 -0.828 -2.236
H 0.828 0.290 -2.585
H 0.542 -1.358 -2.208

**<S²>**: 0.755
**Charge**: 0
**Kohn-Sham gap (alpha / beta)**: 10.860 / 7.773 eV
**2S+1**: 2


Taking the most stable structure as the zero point, the relative energies in hartree are version w 0.0558; version x 0.0000.


Version w
C7H6N2 | ωB97M-V/def2-TZVPD

Geometry (Å):
C 1.926 -0.722 0.172
C 1.823 0.696 -0.090
C 0.620 1.355 -0.120
C -0.492 0.552 0.009
N -1.816 0.910 0.088
C -2.512 -0.231 -0.092
N -1.793 -1.259 -0.057
C -0.503 -0.880 -0.036
C 0.817 -1.515 -0.048
H 3.050 -1.147 0.183
H 2.825 1.002 -0.043
H 0.718 2.401 -0.216
H -2.142 1.805 0.290
H -3.444 -0.265 0.192
H 0.921 -2.704 -0.232

**Charge**: 0
**Kohn-Sham gap**: 9.406 eV
**SMILES**: c1ccc2[nH]cnc2c1


Version x
C7H6N2 | ωB97M-V/def2-TZVPD

Geometry (Å):
C -1.106 -1.359 1.580
C -1.220 -1.186 0.197
C -0.394 -0.256 -0.441
N -0.290 0.179 -1.742
C 0.746 1.059 -1.842
C 1.300 1.255 -0.575
C 0.532 0.415 0.329
C 0.635 0.202 1.690
N -0.187 -0.694 2.308
H -1.714 -2.103 2.096
H -1.949 -1.703 -0.408
H -0.945 -0.004 -2.488
H 1.079 1.577 -2.731
H 2.112 1.910 -0.242
H 1.400 0.710 2.269

**Charge**: 0
**Kohn-Sham gap**: 9.030 eV
**SMILES**: c1cc2[nH]ccc2cn1


Taking the most stable structure as the zero point, the relative energies in hartree are version w 0.0478; version x 0.0000.


Version w
FH3OSi | ωB97M-V/def2-TZVPD

Geometry (Å):
O -0.428 -0.288 -1.139
Si -0.157 0.152 0.389
F 1.150 -0.806 0.700
H 0.440 -0.279 -1.822
H 0.539 1.325 0.896
H -1.544 -0.105 0.976

**Charge**: 0
**Kohn-Sham gap**: 12.215 eV
**SMILES**: O[SiH2]F


Version x
FH3OSi | ωB97M-V/def2-TZVPD

Geometry (Å):
O 1.751 0.560 -0.173
F -1.591 0.721 -0.206
Si -0.582 -0.529 -0.110
H 1.563 1.255 0.525
H -0.948 -1.303 -1.307
H -0.193 -0.703 1.271

**Charge**: 0
**Kohn-Sham gap**: 8.833 eV


Taking the most stable structure as the zero point, the relative energies in hartree are version w 0.0000; version x 0.1210.


Version w
C6H9OP | ωB97M-V/def2-TZVPD

Geometry (Å):
C -3.324 0.347 -0.173
P -1.699 -0.416 -0.718
C -0.432 -0.188 0.828
C 0.962 -0.150 0.323
C 1.948 -1.032 0.565
C 3.061 -0.581 -0.196
C 2.641 0.593 -0.797
O 1.385 0.841 -0.518
H -3.984 -0.411 0.127
H -3.567 0.826 -1.224
H -3.215 1.132 0.575
H -1.233 0.927 -1.032
H -0.810 0.726 1.326
H -0.562 -1.086 1.501
H 1.814 -1.856 1.176
H 3.979 -0.991 -0.342
H 3.036 1.319 -1.422

**Charge**: 0
**Kohn-Sham gap**: 9.141 eV
**SMILES**: CPCc1ccco1


Version x
C6H9OP | ωB97M-V/def2-TZVPD

Geometry (Å):
C 0.758 0.427 -0.446
C -0.803 2.241 0.557
C -1.181 -0.738 0.089
C -0.111 -0.614 -0.962
C 0.268 -1.333 -2.162
C 0.698 0.529 2.486
O -1.568 -0.137 -1.034
P -0.209 0.787 0.925
H 1.681 0.949 -0.781
H -1.752 2.504 0.112
H -1.740 -1.645 0.551
H -0.552 -2.058 -2.512
H 1.189 -1.787 -2.067
H 0.492 -0.646 -3.000
H 0.646 1.500 2.971
H 1.627 0.261 2.056
H 0.556 -0.238 3.218

**Charge**: 0
**Kohn-Sham gap (alpha / beta)**: 6.997 / 6.993 eV


Taking the most stable structure as the zero point, the relative energies in hartree are version w 0.0000; version x 0.2343.


Version w
C2H6Br2Si | ωB97M-V/def2-TZVPD

Geometry (Å):
C 0.258 1.448 0.499
C -0.665 -1.627 0.292
Si 0.487 -0.192 -0.281
Br -2.506 -1.030 -0.038
Br 2.650 -1.170 0.095
H 0.341 1.727 1.652
H 0.859 2.228 0.043
H -0.803 1.646 0.154
H -0.524 -1.920 1.386
H -0.522 -2.442 -0.330
H 0.004 -0.115 -2.224

**Charge**: 0
**Kohn-Sham gap**: 10.399 eV


Version x
C2H6Br2Si | ωB97M-V/def2-TZVPD

Geometry (Å):
C 0.695 -1.100 0.374
C -0.634 1.759 -0.092
Si -0.173 0.102 -0.810
Br 1.036 2.926 0.055
Br -3.870 0.638 0.048
H 0.426 -2.079 0.181
H 1.854 -0.793 0.397
H 0.470 -0.913 1.351
H -0.949 1.921 0.980
H -1.142 2.478 -0.649
H 0.297 -0.143 -2.283

**Charge**: 0
**Kohn-Sham gap (alpha / beta)**: 6.151 / 5.318 eV


Taking the most stable structure as the zero point, the relative energies in hartree are version w 0.0000; version x 0.0921.


Version w
C2H4N6 | ωB97M-V/def2-TZVPD

Geometry (Å):
H -0.830 -1.216 1.286
N -1.769 -1.017 0.744
C -1.831 -0.118 -0.096
N -0.764 0.677 -0.577
N 0.561 0.194 -0.319
C 1.400 0.806 0.501
N 2.451 -0.018 0.516
N 2.275 -1.014 -0.335
N 0.966 -0.939 -0.781
H -2.809 0.155 -0.559
H -0.805 0.846 -1.505
H 1.154 1.643 1.124

**Charge**: 0
**Kohn-Sham gap**: 11.128 eV
**SMILES**: [H]/N=C\Nn1cnnn1


Version x
C2H4N6 | ωB97M-V/def2-TZVPD

Geometry (Å):
C 0.467 -0.284 -0.376
C -1.480 0.759 -0.997
H 1.476 -1.561 1.005
H 3.095 -1.338 0.053
H -2.208 1.342 -1.666
H -2.177 1.986 0.906
N 2.377 -0.907 0.561
N 1.667 -0.339 -0.598
N -0.436 0.275 -1.383
N -1.478 0.967 0.472
N -1.134 -0.144 1.267
N -0.169 -0.757 0.755

**Charge**: 0
**Kohn-Sham gap**: 8.732 eV


Version y
C2H4N6 | ωB97M-V/def2-TZVPD

Geometry (Å):
N 1.827 0.779 0.148
N 1.753 -0.658 -0.103
C 0.587 -1.131 -0.244
N -0.611 -0.442 -0.074
C -0.981 0.860 -0.324
N -2.264 0.906 -0.108
N -2.695 -0.325 0.165
N -1.744 -1.143 0.196
H 2.765 0.915 0.401
H 1.262 0.852 1.049
H 0.379 -2.186 -0.474
H -0.277 1.575 -0.632

**Charge**: 0
**Kohn-Sham gap**: 10.585 eV
**SMILES**: N/N=C\n1cnnn1


Taking the most stable structure as the zero point, the relative energies in hartree are version w 0.0202; version x 0.1174; version y 0.0000.


Version w
C3H5ClFN | ωB97M-V/def2-TZVPD

Geometry (Å):
N -1.117 1.097 -0.150
C -0.048 0.464 0.518
C -0.004 -1.035 0.366
F -1.081 -1.580 -0.278
C 0.942 -0.212 -0.423
Cl 2.628 -0.236 -0.086
H -1.933 0.532 -0.216
H -0.875 1.553 -1.011
H 0.384 0.893 1.494
H 0.381 -1.532 1.230
H 0.723 0.055 -1.444

**Charge**: 0
**Kohn-Sham gap**: 10.494 eV
**SMILES**: N[C@H]1[C@@H](F)[C@@H]1Cl


Version x
C3H5ClFN | ωB97M-V/def2-TZVPD

Geometry (Å):
C 0.756 3.707 0.257
C 0.972 2.458 0.435
C 0.021 2.056 -2.080
N -0.008 1.276 -0.945
F 0.872 0.153 -1.191
Cl 1.832 1.404 1.401
H 1.019 4.379 1.025
H 0.101 4.085 -0.406
H -0.381 1.484 -2.893
H -0.819 2.683 -1.820
H 0.946 2.474 -2.327

**Charge**: 0
**Kohn-Sham gap (alpha / beta)**: 9.725 / 9.725 eV


Taking the most stable structure as the zero point, the relative energies in hartree are version w 0.0000; version x 0.1547.


Version w
CH12N2O4 | ωB97M-V/def2-TZVPD

Geometry (Å):
H -1.405 -4.412 -2.934
N -0.552 -3.912 -2.693
C -0.797 -3.227 -1.647
N -0.272 -1.979 -1.387
H -1.366 -3.676 -0.825
H 0.719 -1.813 -1.526
H -0.446 -1.734 -0.419
O 0.962 0.443 5.883
H 1.883 0.290 6.114
H 0.814 1.381 6.029
O 1.029 5.934 -0.797
H 0.937 6.441 -1.607
H 1.452 5.097 -0.999
O -3.669 3.528 -3.957
H -4.250 2.884 -3.552
H -3.226 3.205 -4.743
O 2.919 -2.637 3.285
H 3.309 -3.132 2.558
H 1.960 -2.682 3.216

**Charge**: 0
**Kohn-Sham gap**: 9.682 eV
**SMILES**: [H]/N=C/N.O.O.O.O


Version x
CH12N2O4 | ωB97M-V/def2-TZVPD

Geometry (Å):
H -2.023 1.240 -1.181
N -1.013 1.286 -1.081
C -0.446 0.681 -2.054
N 0.863 0.899 -2.342
H -1.074 0.039 -2.663
H 1.219 1.701 -1.850
H 1.461 0.115 -2.519
O 1.625 0.231 2.323
H 0.786 0.707 2.442
H 2.291 0.880 2.074
O -1.495 -2.017 0.144
H -1.602 -1.568 0.990
H -0.833 -1.482 -0.310
O -1.056 0.653 1.943
H -0.904 0.998 1.048
H -1.920 0.999 2.209
O 1.219 -1.384 0.058
H 2.064 -1.458 -0.412
H 1.530 -0.953 0.882

**Charge**: 0
**Kohn-Sham gap**: 10.359 eV
**SMILES**: [H]/N=C/N.O.O.O.O


Taking the most stable structure as the zero point, the relative energies in hartree are version w 0.0511; version x 0.0000.


Version w
CH2Cl2 | ωB97M-V/def2-TZVPD

Geometry (Å):
Cl 49.073 9.656 9.067
C 50.186 10.998 8.763
Cl 50.872 11.561 10.334
H 51.047 10.580 8.261
H 49.704 11.834 8.280

**Charge**: 0
**Kohn-Sham gap**: 12.018 eV
**SMILES**: ClCCl


Version x
CH2Cl2 | ωB97M-V/def2-TZVPD

Geometry (Å):
Cl 7.276 -12.395 -12.234
C 5.555 -12.100 -12.020
Cl 4.743 -13.448 -11.204
H 5.425 -11.221 -11.403
H 5.112 -11.982 -13.000

**Charge**: 0
**Kohn-Sham gap**: 12.089 eV
**SMILES**: ClCCl


Taking the most stable structure as the zero point, the relative energies in hartree are version w 0.0023; version x 0.0000.


Version w
C3H6P2 | ωB97M-V/def2-TZVPD

Geometry (Å):
P 1.582 -0.968 0.836
C 1.297 -0.701 -0.807
C -0.032 0.385 -1.022
C -0.612 1.250 0.099
P -1.788 0.050 -0.624
H 0.332 -1.058 1.514
H 1.785 -2.301 0.722
H -0.037 0.738 -2.110
H -0.294 1.092 1.129
H -0.926 2.259 -0.185
H -1.306 -0.747 0.449

**Charge**: 0
**Kohn-Sham gap**: 8.206 eV
**SMILES**: [PH2]#C[C@@H]1CP1


Version x
C3H6P2 | ωB97M-V/def2-TZVPD

Geometry (Å):
C -1.705 -0.037 -1.600
C -1.940 0.375 -0.288
P -2.168 0.916 1.141
H -1.939 -1.036 -1.910
H -0.663 0.034 -2.074
H -2.343 0.550 -2.414
C 1.977 -0.335 0.849
P 2.273 0.912 1.910
H 2.123 -1.294 1.434
H 1.628 -0.373 -0.153
H 2.758 0.288 3.106

**Charge**: 0
**Kohn-Sham gap**: 9.589 eV
**SMILES**: CC#P.C=P


Taking the most stable structure as the zero point, the relative energies in hartree are version w 0.0729; version x 0.0000.